Record 1
The following is a DFT calculation (ωB97M-V/def2-TZVPD) of 2 unconnected molecules or ions with the total composition C5H13N2P2S.

## Properties
Electronic energy: -1388.1633 Eh
Total charge: +1
Relative energy (zero: lowest compared OMol25 entry of this formula, charge and spin): 22.5 kcal/mol
Spin multiplicity: 1
Orbital gap (alpha / beta): 6.56 / 8.87 eV
HOMO energy (alpha / beta): -0.3988 / -0.4400 Eh
LUMO level (alpha / beta): -4.29 / -3.11 eV

Last columns: bonded neighbours and bond lengths (Å).
Atoms and positions in Å:
1 C -3.038 -1.318 -1.533  P8 1.564, H11 1.040
2 C -0.325 0.218 1.312  N6 1.398, N7 1.501, H12 1.014, H13 1.125
3 C -0.319 0.424 -1.033  C4 1.486, N6 1.457, H14 1.014
4 C 0.974 -0.240 -0.724  C3 1.486, N7 1.539, P9 1.926, H15 1.126
5 C 1.778 -1.315 1.419  N7 1.491, H16 1.112, H17 1.121, H18 1.143
6 N -0.842 0.934 0.228  C2 1.398, C3 1.457, S10 1.749
7 N 1.035 -0.173 0.812  C2 1.501, C4 1.539, C5 1.491, H19 0.952
8 P -3.144 -0.531 -0.185  C1 1.564, H20 1.337
9 P 2.609 0.575 -1.335  C4 1.926, H21 1.363, H22 1.444
10 S -0.707 2.650 0.541  N6 1.749, H23 1.415
11 H -2.999 -2.034 -2.286  C1 1.040
12 H -0.180 0.720 2.181  C2 1.014
13 H -0.788 -0.800 1.429  C2 1.125
14 H -0.489 1.123 -1.747  C3 1.014
15 H 0.809 -1.343 -0.881  C4 1.126
16 H 2.311 -1.985 0.709  C5 1.112
17 H 2.456 -1.093 2.282  C5 1.121
18 H 1.072 -2.121 1.817  C5 1.143
19 H 1.508 0.586 1.139  N7 0.952
20 H -4.386 -0.066 -0.354  P8 1.337
21 H 2.330 1.842 -0.918  P9 1.363
22 H 2.188 0.928 -2.670  P9 1.444
23 H -1.851 3.020 -0.203  S10 1.415

Here are the natural (NBO) charges for atoms 1 to 2, given in e: -0.59, -0.04


Record 2
The following is a DFT calculation (ωB97M-V/def2-TZVPD) of 2 unconnected molecules or ions with the total composition C5H13N2S.

## Properties
Electronic energy: -706.0071 Eh
Total charge: -1
Relative energy (zero: lowest compared OMol25 entry of this formula, charge and spin): 19.5 kcal/mol
Spin multiplicity: 1
Orbital gap: 6.79 eV
HOMO energy: -0.1023 Eh
LUMO level: 4.01 eV

Last columns: bonded neighbours and bond lengths (Å).
Atoms and positions in Å:
1 C -2.852 0.283 -0.165  C2 1.517, H5 1.097, H6 1.089, H7 1.089
2 C -1.561 0.867 0.376  C1 1.517, N4 1.477, H8 1.091, H9 1.095
3 C -0.333 2.816 0.109  N4 1.261, H10 1.092, H11 1.088
4 N -1.342 2.170 -0.284  C2 1.477, C3 1.261
5 H -2.979 -0.706 0.294  C1 1.097
6 H -3.721 0.887 0.095  C1 1.089
7 H -2.782 0.136 -1.243  C1 1.089
8 H -0.678 0.253 0.187  C2 1.091
9 H -1.626 0.985 1.462  C2 1.095
10 H 0.295 2.474 0.936  C3 1.092
11 H -0.057 3.747 -0.383  C3 1.088
12 C 1.403 -1.902 -0.478  C13 1.542, N15 1.471, H16 1.096, H17 1.098
13 C 2.135 -1.550 0.834  C12 1.542, S14 1.823, H18 1.097, H19 1.097
14 S 1.614 0.060 1.514  C13 1.823
15 N 1.454 -0.847 -1.502  C12 1.471, H20 1.016, H21 1.029
16 H 0.347 -2.083 -0.244  C12 1.096
17 H 1.791 -2.836 -0.903  C12 1.098
18 H 3.218 -1.603 0.668  C13 1.097
19 H 1.881 -2.342 1.549  C13 1.097
20 H 2.398 -0.826 -1.878  N15 1.016
21 H 1.396 0.017 -0.945  N15 1.029

Here are the natural (NBO) charges for atoms 1 to 2, given in e: -0.60, -0.28


Record 3
The following is a DFT calculation (ωB97M-V/def2-TZVPD) of a gas-phase ion, C5H13N2S (charge +1).

## Properties
Electronic energy: -705.5484 Eh
SMILES: C=S(#[NH+])C[C@H](C)NC
Total charge: +1
Relative energy (zero: lowest compared OMol25 entry of this formula, charge and spin): 136.5 kcal/mol
Spin multiplicity: 1
Orbital gap (alpha / beta): 6.02 / 6.62 eV
HOMO energy (alpha / beta): -0.4664 / -0.4676 Eh
LUMO level (alpha / beta): -6.67 / -6.11 eV

Last columns: bonded neighbours and bond lengths (Å).
Atoms and positions in Å:
1 C -1.125 1.869 -0.885  S2 1.694, H9 1.096, H10 1.186
2 S -0.565 2.160 0.687  C1 1.694, N3 1.557, C4 1.837
3 N -1.402 1.391 1.751  S2 1.557, H11 1.052
4 C 0.895 1.043 0.693  S2 1.837, C5 1.551, H12 1.144, H13 1.154
5 C 0.616 -0.434 0.313  C4 1.551, C6 1.531, N7 1.393, H14 1.153
6 C 1.867 -1.261 0.619  C5 1.531, H15 1.097, H16 1.077, H17 1.175
7 N 0.112 -0.579 -0.978  C5 1.393, C8 1.443, H18 1.037
8 C -0.992 -1.497 -1.120  N7 1.443, H19 1.085, H20 1.146, H21 1.078
9 H -0.555 2.332 -1.699  C1 1.096
10 H -2.261 1.578 -1.057  C1 1.186
11 H -2.380 1.756 1.621  N3 1.052
12 H 1.131 1.048 1.812  C4 1.144
13 H 1.771 1.431 0.049  C4 1.154
14 H -0.074 -0.924 1.095  C5 1.153
15 H 2.634 -0.663 1.126  C6 1.097
16 H 2.375 -1.684 -0.231  C6 1.077
17 H 1.489 -2.175 1.254  C6 1.175
18 H 0.493 -0.026 -1.767  N7 1.037
19 H -1.465 -1.432 -2.094  C8 1.085
20 H -0.801 -2.584 -0.810  C8 1.146
21 H -1.763 -1.349 -0.381  C8 1.078

Here are the natural (NBO) charges for atoms 1 to 2, given in e: -0.56, 1.21


Record 4
The following is a DFT calculation (ωB97M-V/def2-TZVPD) of a gas-phase ion, C5H13N2S (charge +1).

## Properties
Electronic energy: -705.6246 Eh
Total charge: +1
Relative energy (zero: lowest compared OMol25 entry of this formula, charge and spin): 88.7 kcal/mol
Spin multiplicity: 1
Orbital gap: 6.18 eV
HOMO energy: -0.4018 Eh
LUMO level: -4.76 eV

Last columns: bonded neighbours and bond lengths (Å).
Atoms and positions in Å:
1 C 0.679 -0.315 1.169  C3 1.583, S8 1.948, H9 1.126, H10 1.029
2 C 2.609 0.656 -1.022  S8 1.743, H11 1.084, H12 1.042
3 C -0.563 0.524 0.658  C1 1.583, C4 1.523, N6 1.431, H13 1.048
4 C -1.437 -0.279 -0.296  C3 1.523, C5 1.473, N7 1.338
5 C -1.701 -1.727 -0.241  C4 1.473, H14 1.132, H15 1.162, H16 1.069
6 N -0.122 1.824 0.257  C3 1.431, H18 0.997, H21 1.018
7 N -1.801 0.362 -1.413  C4 1.338, H19 0.971, H20 1.001
8 S 1.862 -0.751 -0.315  C1 1.948, C2 1.743, H17 1.434
9 H 1.346 0.106 1.972  C1 1.126
10 H 0.536 -1.186 1.697  C1 1.029
11 H 2.002 1.057 -1.826  C2 1.084
12 H 3.120 1.209 -0.301  C2 1.042
13 H -1.140 0.521 1.533  C3 1.048
14 H -1.057 -2.153 0.587  C5 1.132
15 H -1.494 -2.260 -1.253  C5 1.162
16 H -2.753 -1.826 -0.075  C5 1.069
17 H 2.907 -1.024 0.627  S8 1.434
18 H 0.811 1.794 -0.094  N6 0.997
19 H -1.465 1.267 -1.517  N7 0.971
20 H -2.165 -0.120 -2.212  N7 1.001
21 H -0.354 2.556 0.927  N6 1.018

Here are the natural (NBO) charges for atoms 1 to 2, given in e: -0.59, -0.92


Record 5
The following is a DFT calculation (ωB97M-V/def2-TZVPD) of 2 unconnected molecules or ions with the total composition C5H13N3O.

## Properties
Electronic energy: -437.7816 Eh
SMILES: CC(=O)NN.C/C=C\N
Total charge: 0
Relative energy (zero: lowest compared OMol25 entry of this formula, charge and spin): 45.5 kcal/mol
Spin multiplicity: 1
Orbital gap: 8.88 eV
HOMO energy: -0.2933 Eh
LUMO level: 0.90 eV

Last columns: bonded neighbours and bond lengths (Å).
Atoms and positions in Å:
1 C 1.049 0.158 -1.510  C2 1.510, H6 1.089, H7 1.087, H8 1.086
2 C 1.675 0.438 -0.164  C1 1.510, O3 1.222, N4 1.378
3 O 2.009 -0.426 0.631  C2 1.222
4 N 2.167 1.720 -0.039  C2 1.378, N5 1.414, H9 1.010
5 N 3.082 2.047 0.988  N4 1.414, H10 1.022, H11 1.021
6 H 0.010 -0.132 -1.360  C1 1.089
7 H 1.524 -0.695 -1.988  C1 1.087
8 H 1.106 1.017 -2.173  C1 1.086
9 H 2.246 2.331 -0.839  N4 1.010
10 H 3.482 1.167 1.320  N5 1.022
11 H 2.572 2.451 1.775  N5 1.021
12 C -1.041 -1.458 1.345  C13 1.500, H16 1.088, H17 1.090, H18 1.091
13 C -1.514 -0.211 0.660  C12 1.500, C14 1.346, H19 1.082
14 C -2.472 -0.155 -0.284  C13 1.346, N15 1.384, H20 1.082
15 N -3.067 -1.237 -0.908  C14 1.384, H21 1.010, H22 1.009
16 H -1.190 -2.345 0.731  C12 1.088
17 H 0.028 -1.373 1.543  C12 1.090
18 H -1.535 -1.589 2.308  C12 1.091
19 H -1.300 0.709 1.187  C13 1.082
20 H -2.892 0.795 -0.587  C14 1.082
21 H -2.597 -2.120 -0.770  N15 1.010
22 H -3.341 -1.092 -1.868  N15 1.009

Here are the natural (NBO) charges for atoms 1 to 2, given in e: -0.72, 0.66


Record 6
The following is a DFT calculation (ωB97M-V/def2-TZVPD) of a single C5H13N3O molecule.

## Properties
Electronic energy: -437.7195 Eh
SMILES: CN(C)CC(=O)N(C)N
Total charge: 0
Relative energy (zero: lowest compared OMol25 entry of this formula, charge and spin): 84.4 kcal/mol
Spin multiplicity: 1
Orbital gap: 9.31 eV
HOMO energy: -0.3090 Eh
LUMO level: 0.90 eV

Last columns: bonded neighbours and bond lengths (Å).
Atoms and positions in Å:
1 C 2.429 0.855 0.253  N2 1.448, H10 1.086, H11 1.100, H12 1.093
2 N 1.417 -0.082 -0.192  C1 1.448, C3 1.447, C4 1.653
3 C 1.977 -1.186 -0.941  N2 1.447, H13 1.094, H14 1.101, H15 1.088
4 C 0.342 -0.637 0.935  N2 1.653, C5 1.496, H16 1.087, H17 1.098
5 C -0.399 0.572 0.461  C4 1.496, O6 1.232, N7 1.420
6 O -0.238 1.714 0.893  C5 1.232
7 N -1.706 0.187 0.059  C5 1.420, C8 1.449, N9 1.402
8 C -2.772 1.168 0.055  N7 1.449, H18 1.096, H19 1.087, H20 1.094
9 N -1.991 -1.073 -0.487  N7 1.402, H21 1.020, H22 1.019
10 H 1.942 1.704 0.723  C1 1.086
11 H 3.126 0.379 0.959  C1 1.100
12 H 2.999 1.229 -0.601  C1 1.093
13 H 2.533 -0.811 -1.805  C3 1.094
14 H 2.681 -1.764 -0.323  C3 1.101
15 H 1.197 -1.867 -1.273  C3 1.088
16 H -0.043 -1.587 0.574  C4 1.087
17 H 0.648 -0.591 1.989  C4 1.098
18 H -3.121 1.355 -0.967  C8 1.096
19 H -2.381 2.098 0.460  C8 1.087
20 H -3.612 0.822 0.664  C8 1.094
21 H -2.270 -0.984 -1.465  N9 1.020
22 H -2.757 -1.499 0.032  N9 1.019

Here are the natural (NBO) charges for atoms 1 to 2, given in e: -0.43, -0.42


Record 7
The following is a DFT calculation (ωB97M-V/def2-TZVPD) of 2 unconnected molecules or ions with the total composition C5H13N3O.

## Properties
Electronic energy: -437.6319 Eh
Total charge: 0
Relative energy (zero: lowest compared OMol25 entry of this formula, charge and spin): 139.4 kcal/mol
Spin multiplicity: 1
Orbital gap (alpha / beta): 7.13 / 7.14 eV
HOMO energy (alpha / beta): -0.2487 / -0.2489 Eh
LUMO level (alpha / beta): 0.36 / 0.36 eV

Last columns: bonded neighbours and bond lengths (Å).
Atoms and positions in Å:
1 C -1.225 0.386 0.424  C2 1.512, N5 1.483, O8 1.260
2 C -1.952 -0.516 1.395  C1 1.512, H14 1.088, H15 1.090, H16 1.087
3 C -1.369 0.103 -1.640  H17 1.084, H18 1.083, H19 1.085
4 C 2.515 -0.088 -0.225  C6 1.504, H20 1.090, H21 1.088, H22 1.101
5 N 0.065 -0.170 -0.054  C1 1.483, C6 1.402, N7 1.429
6 C 1.252 0.395 0.435  C4 1.504, N5 1.402, N9 1.365
7 N 0.085 -1.585 -0.246  N5 1.429, H11 1.018, H12 1.014
8 O -1.290 1.631 0.603  C1 1.260
9 N 1.244 1.688 0.874  C6 1.365, H10 1.193, H13 1.020
10 H 0.120 2.055 1.032  N9 1.193
11 H 0.705 -1.988 0.454  N7 1.018
12 H 0.459 -1.767 -1.170  N7 1.014
13 H 1.763 2.349 0.295  N9 1.020
14 H -2.269 -1.441 0.918  C2 1.088
15 H -1.281 -0.763 2.218  C2 1.090
16 H -2.841 0.005 1.740  C2 1.087
17 H -2.048 -0.743 -1.629  C3 1.084
18 H -1.872 1.047 -1.809  C3 1.083
19 H -0.616 -0.001 -2.414  C3 1.085
20 H 2.667 -1.164 -0.139  C4 1.090
21 H 3.372 0.398 0.236  C4 1.088
22 H 2.516 0.169 -1.296  C4 1.101

Here are the natural (NBO) charges for atoms 1 to 2, given in e: 0.65, -0.69


Record 8
The following is a DFT calculation (ωB97M-V/def2-TZVPD) of a single C5H13N3O molecule.

## Properties
Electronic energy: -437.7791 Eh
SMILES: CC(C)(C)NC(=O)NN
Total charge: 0
Relative energy (zero: lowest compared OMol25 entry of this formula, charge and spin): 47.0 kcal/mol
Spin multiplicity: 1
Orbital gap: 10.07 eV
HOMO energy: -0.3370 Eh
LUMO level: 0.90 eV

Last columns: bonded neighbours and bond lengths (Å).
Atoms and positions in Å:
1 C 1.383 -1.065 1.171  C2 1.534, H10 1.090, H11 1.089, H12 1.088
2 C 1.056 -0.012 0.104  C1 1.534, C3 1.534, C4 1.529, N5 1.463
3 C 1.375 -0.560 -1.293  C2 1.534, H13 1.089, H14 1.089, H15 1.090
4 C 1.842 1.272 0.371  C2 1.529, H16 1.089, H17 1.090, H18 1.090
5 N -0.364 0.334 0.174  C2 1.463, C6 1.333, H19 1.150
6 C -1.362 -0.542 0.062  N5 1.333, O7 1.209, N8 1.487
7 O -1.422 -1.746 -0.025  C6 1.209
8 N -2.528 0.343 0.326  C6 1.487, N9 1.425, H20 1.024
9 N -3.155 0.793 -0.872  N8 1.425, H21 1.015, H22 1.020
10 H 1.165 -0.678 2.166  C1 1.090
11 H 2.440 -1.324 1.131  C1 1.089
12 H 0.786 -1.960 1.008  C1 1.088
13 H 2.432 -0.813 -1.369  C3 1.089
14 H 0.780 -1.452 -1.480  C3 1.089
15 H 1.134 0.182 -2.054  C3 1.090
16 H 2.911 1.070 0.328  C4 1.089
17 H 1.611 1.666 1.360  C4 1.090
18 H 1.608 2.030 -0.376  C4 1.090
19 H -1.071 1.222 0.356  N5 1.150
20 H -3.173 -0.177 0.928  N8 1.024
21 H -3.915 1.419 -0.623  N9 1.015
22 H -3.535 0.002 -1.391  N9 1.020

Here are the natural (NBO) charges for atoms 1 to 2, given in e: -0.62, 0.12


Values for maximum force, eV Å⁻¹, ordered as above
5.4; 1.0; 2.7; 4.5; 2.3; 5.4; 5.0; 3.8